Entry 1:
C48H53N5O4PbSiTe as an isolated structure at a distorted geometry. Source: OMol25; level of theory: the ωB97M-V functional and the def2-TZVPD basis.

Its energy above the lowest of the compared OMol25 structures with the same formula, charge and spin is 0.0000 eV. The HOMO-LUMO gap (spin up / spin down) is 7.2 / 5.6 eV. The energy comes out at -86690.835 eV. As for the charge: +1. As for the spin multiplicity: 2. For the LUMO energy (spin up / spin down), the calculation gives -2.45 / -4.03 eV. The calculation puts the HOMO energy (spin up / spin down) at -9.65 / -9.65 eV. Its max |F| is 1.087 eV/Å.

Each line ends with the Mulliken spin population.
Positions of all 113 atoms, in Å:
Pb: -1.45036 -1.48507 -0.13872  0.01
O: -1.78395 2.02549 -3.52092  0.00
C: -2.48857 2.94164 -2.83302  0.00
C: -2.60783 4.22425 -3.36794  0.00
C: -3.30706 5.19785 -2.68656  0.00
C: -3.90224 4.92088 -1.45607  0.00
C: -3.80357 3.65197 -0.92878  0.00
C: -3.10588 2.64423 -1.60487  0.00
C: -3.00672 1.28597 -1.04810  0.00
O: -2.23535 0.43248 -1.60737  -0.01
N: -3.76884 1.01837 0.01742  0.00
N: -3.55932 -0.19588 0.50759  0.00
C: -4.39122 -0.72995 1.32282  0.00
C: -4.14962 -2.07386 1.82646  0.00
C: -4.97496 -2.61650 2.81323  0.00
C: -4.71590 -3.88808 3.28766  0.00
C: -3.63575 -4.59357 2.77331  0.00
C: -2.86849 -3.99046 1.79400  0.00
N: -3.12452 -2.77626 1.31727  0.00
H: -1.77954 1.20860 -2.98045  0.00
H: -2.14270 4.42608 -4.32408  0.00
H: -3.39521 6.18875 -3.11380  0.00
H: -4.44568 5.69078 -0.92548  0.00
H: -4.26541 3.40090 0.01474  0.00
H: -5.28612 -0.19961 1.64361  0.00
H: -5.80014 -2.03259 3.19803  0.00
H: -5.33961 -4.32274 4.05751  0.00
H: -3.39504 -5.58710 3.12405  0.00
H: -2.00993 -4.49881 1.36802  0.00
C: 1.12361 0.69843 -1.21720  0.01
Si: 1.41177 -0.73363 -2.40575  -0.07
C: 1.74740 0.04503 -4.09226  0.01
C: 2.87433 -1.74011 -1.75593  0.02
N: 0.00925 -1.79902 -2.33330  0.43
C: -0.35230 -2.71613 -3.21641  0.13
C: 0.42928 -3.05050 -4.36776  0.16
C: -0.02067 -3.90890 -5.33235  -0.06
C: -1.27530 -4.51352 -5.20001  0.23
C: -2.04870 -4.27092 -4.07295  -0.12
C: -1.60468 -3.41640 -3.08490  0.17
O: -2.33714 -3.25855 -1.92922  0.04
C: -3.73506 -3.28524 -2.04264  -0.01
C: -4.38280 -2.34095 -2.82349  0.01
C: -5.76703 -2.33254 -2.86191  0.00
C: -6.49469 -3.25811 -2.12664  0.00
C: -5.83144 -4.20054 -1.35424  0.00
C: -4.44542 -4.22066 -1.31334  0.00
H: 1.79954 1.52222 -1.45667  0.00
H: 1.31247 0.39191 -0.18457  0.00
H: 0.10444 1.07894 -1.29143  0.01
H: 2.53365 0.79409 -3.98145  0.00
H: 0.85595 0.55584 -4.46461  0.00
H: 2.07138 -0.66257 -4.85678  0.00
H: 3.80369 -1.16981 -1.82520  0.00
H: 3.00207 -2.68209 -2.29423  0.00
H: 2.69576 -1.97106 -0.70208  0.01
H: 1.40464 -2.59319 -4.46052  0.02
H: 0.59399 -4.12268 -6.19642  0.00
H: -1.64051 -5.18505 -5.96440  0.01
H: -3.00454 -4.76429 -3.95558  0.00
H: -3.80264 -1.61399 -3.37993  -0.01
H: -6.27940 -1.59497 -3.46499  0.00
H: -7.57571 -3.24552 -2.15926  0.00
H: -6.39387 -4.92900 -0.78526  0.00
H: -3.91820 -4.95990 -0.72608  0.00
C: 1.24367 -2.27385 3.84413  0.00
C: 0.78300 -1.70454 2.50377  0.00
O: -0.24696 -2.19869 1.99151  0.00
N: 1.40266 -0.71604 1.86329  0.00
Te: 2.95084 0.17554 2.67438  0.00
C: 3.95215 0.72335 0.88921  0.00
C: 3.79977 1.93751 0.21361  0.00
C: 2.66914 2.88995 0.49330  0.00
C: 4.71803 2.24986 -0.78411  0.00
C: 5.75703 1.39782 -1.12482  0.00
C: 6.77955 1.77575 -2.15731  0.00
C: 5.83747 0.16305 -0.48565  0.00
C: 4.95668 -0.19119 0.52126  0.00
C: 5.07460 -1.55128 1.16587  0.00
C: 2.17753 2.00734 3.45393  0.00
C: 3.13861 2.69134 4.22392  0.00
C: 4.58834 2.26947 4.26222  0.00
C: 2.74990 3.80729 4.94762  0.00
C: 1.43797 4.26270 4.93177  0.00
C: 1.01654 5.46036 5.73371  0.00
C: 0.51942 3.58958 4.13975  0.00
C: 0.85391 2.46654 3.39030  0.00
C: -0.22643 1.88581 2.51494  0.00
H: 0.60631 -3.10806 4.12249  0.00
H: 1.17847 -1.50908 4.62184  0.00
H: 2.27682 -2.61962 3.77809  0.00
H: 1.79687 2.34745 0.84602  0.00
H: 2.39292 3.42309 -0.41597  0.00
H: 2.94785 3.63094 1.24527  0.00
H: 4.60863 3.18990 -1.31389  0.00
H: 6.55289 2.73837 -2.61128  0.00
H: 6.83466 1.02352 -2.94522  0.00
H: 7.76588 1.83446 -1.69451  0.00
H: 6.61048 -0.53659 -0.78478  0.00
H: 5.71570 -2.19906 0.57138  0.00
H: 4.09549 -2.03129 1.24065  0.00
H: 5.50947 -1.48327 2.16633  0.00
H: 5.01475 2.20547 3.25688  0.00
H: 4.70950 1.29830 4.74856  0.00
H: 5.17592 2.98956 4.82773  0.00
H: 3.48518 4.33391 5.54528  0.00
H: 1.78484 5.74798 6.44897  0.00
H: 0.09312 5.25306 6.27433  0.00
H: 0.82569 6.31151 5.07740  0.00
H: -0.50143 3.95324 4.09397  0.00
H: -1.19567 1.97150 3.00647  0.00
H: -0.05049 0.84838 2.25545  0.00
H: -0.29088 2.45422 1.58208  0.00

---

Entry 2:
A 9-piece molecular cluster, C39H70F3IN9OP overall at a distorted geometry. Source: OMol25; level of theory: the ωB97M-V functional and the def2-TZVPD basis.

The HOMO-LUMO gap is 8.2 eV. The energy comes out at -82577.275 eV. For the LUMO energy, the calculation gives 0.39 eV. The calculation puts the HOMO energy at -7.77 eV. Its SMILES is CCNP(CCCI)COC(F)(F)F.CCCC#N.CCCC#N.CCCC#N.CCCC#N.CCCC#N.CCCC#N.CCCC#N.CCCC#N. Its max |F| is 2.016 eV/Å.

Each line ends with the Löwdin charge.
Positions of all 124 atoms, in Å:
C: -2.80844 -0.13526 -3.22288  -0.11
C: -2.07593 1.23077 -3.21281  -0.33
N: -1.27606 1.28446 -1.96892  -0.24
P: -0.33630 2.75343 -1.94304  0.97
C: 1.15949 2.52830 -3.03098  -0.35
C: 1.47061 1.05644 -3.38053  -0.37
C: 2.29348 0.43577 -2.24871  -0.69
I: 2.83213 -1.59740 -2.63757  0.79
C: 0.37533 2.94164 -0.23292  -0.31
O: -0.34619 3.85899 0.61711  0.00
C: -1.58144 3.44304 0.92827  -0.76
F: -2.50219 3.76944 0.01160  0.13
F: -1.66263 2.12521 1.17072  0.14
F: -1.95916 4.06311 2.05982  0.15
H: -3.82413 0.06426 -2.87033  0.06
H: -2.31738 -0.84646 -2.57481  0.04
H: -2.90146 -0.53026 -4.23447  0.07
H: -2.83310 2.03032 -3.24535  0.07
H: -1.44582 1.36450 -4.09557  0.10
H: -1.91769 1.36178 -1.18455  0.06
H: 2.01816 2.91378 -2.46945  0.07
H: 1.01967 3.14602 -3.91520  0.02
H: 2.00082 0.98607 -4.33315  0.09
H: 0.54887 0.47770 -3.47333  0.07
H: 1.64505 0.40845 -1.36641  0.02
H: 3.16643 1.03525 -1.99061  0.03
H: 0.52326 1.97111 0.25556  0.09
H: 1.37439 3.36025 -0.35280  0.09
C: 6.39631 -4.08675 -1.47222  -0.10
C: 5.92904 -5.52970 -1.30913  -0.26
C: 5.38267 -6.13282 -2.60880  -0.18
C: 4.22354 -5.36710 -3.08636  -0.23
N: 3.31174 -4.77209 -3.44857  0.12
H: 5.57442 -3.42794 -1.75798  0.04
H: 6.80302 -3.70977 -0.53348  0.07
H: 7.17563 -4.00976 -2.23316  0.08
H: 5.15903 -5.57253 -0.53624  0.11
H: 6.76388 -6.14297 -0.96402  0.11
H: 5.07277 -7.16581 -2.44906  0.12
H: 6.14803 -6.12694 -3.38620  0.12
C: -6.30593 6.11510 -2.30520  -0.11
C: -4.85479 5.68201 -2.12758  -0.26
C: -4.32876 4.85903 -3.30786  -0.19
C: -5.11482 3.62621 -3.47281  -0.25
N: -5.73216 2.66605 -3.59456  0.16
H: -6.97433 5.25501 -2.36499  0.07
H: -6.62912 6.72160 -1.45883  0.07
H: -6.43073 6.70879 -3.21306  0.08
H: -4.76216 5.10008 -1.20859  0.10
H: -4.22603 6.56666 -2.01084  0.11
H: -3.28471 4.58377 -3.14079  0.09
H: -4.38445 5.43704 -4.23186  0.12
C: -6.44168 3.18809 3.97102  -0.11
C: -4.97657 2.82676 4.18864  -0.26
C: -4.36307 2.08384 2.99788  -0.20
C: -5.07269 0.81924 2.74947  -0.22
N: -5.62462 -0.16962 2.56091  0.15
H: -7.05917 2.29680 3.85111  0.07
H: -6.82915 3.74085 4.82696  0.07
H: -6.56444 3.81118 3.08285  0.08
H: -4.88756 2.21304 5.08722  0.11
H: -4.40264 3.73851 4.36375  0.11
H: -3.31496 1.85989 3.19165  0.11
H: -4.41590 2.69645 2.09680  0.11
C: -4.49668 -4.51046 0.52499  -0.11
C: -3.63067 -3.26522 0.67449  -0.26
C: -4.05240 -2.12873 -0.26114  -0.19
C: -3.94614 -2.53422 -1.66989  -0.25
N: -3.85908 -2.84370 -2.77111  0.17
H: -4.41779 -4.93381 -0.47706  0.07
H: -4.18359 -5.28613 1.22502  0.06
H: -5.54679 -4.28113 0.71872  0.08
H: -2.58763 -3.52778 0.48460  0.11
H: -3.68869 -2.90721 1.70442  0.10
H: -3.41605 -1.25463 -0.10808  0.11
H: -5.08328 -1.83276 -0.06046  0.11
C: -3.15394 -7.07845 4.84960  -0.11
C: -4.66423 -6.96775 4.67387  -0.26
C: -5.28445 -8.21854 4.04194  -0.19
C: -4.72474 -8.45925 2.70398  -0.24
N: -4.28675 -8.63386 1.65762  0.15
H: -2.64757 -7.18599 3.88933  0.07
H: -2.75948 -6.18193 5.32828  0.07
H: -2.89258 -7.93664 5.47204  0.08
H: -4.89195 -6.09654 4.05640  0.11
H: -5.12930 -6.80050 5.64719  0.11
H: -6.36415 -8.10085 3.94809  0.12
H: -5.09381 -9.09611 4.66140  0.12
C: 3.87800 -1.98130 1.79442  -0.10
C: 5.09115 -1.29906 2.41975  -0.29
C: 5.22919 0.16642 1.98915  -0.18
C: 5.39264 0.26341 0.53221  -0.23
N: 5.53438 0.32806 -0.60489  0.16
H: 3.95265 -2.01561 0.70540  0.04
H: 3.79878 -3.00966 2.14849  0.07
H: 2.95225 -1.46192 2.05566  0.07
H: 5.98595 -1.84413 2.14754  0.07
H: 5.00792 -1.33976 3.50380  0.09
H: 6.09763 0.62377 2.46583  0.11
H: 4.34574 0.73843 2.27957  0.12
C: 1.59929 7.36735 -5.72071  -0.11
C: 0.72879 6.62610 -6.72913  -0.26
C: 0.32763 5.22575 -6.25350  -0.18
C: 1.51599 4.38943 -6.03276  -0.24
N: 2.45057 3.74301 -5.87094  0.17
H: 2.54414 6.84879 -5.55246  0.07
H: 1.83599 8.36736 -6.08416  0.07
H: 1.08880 7.46866 -4.76072  0.08
H: 1.26214 6.54985 -7.67840  0.11
H: -0.17791 7.20420 -6.91687  0.11
H: -0.30381 4.73815 -6.99662  0.12
H: -0.23382 5.28544 -5.31852  0.11
C: 8.90086 0.39908 5.10591  -0.11
C: 8.08640 -0.21511 6.23923  -0.26
C: 8.11554 -1.74749 6.23169  -0.18
C: 7.55268 -2.27303 4.97950  -0.20
N: 7.11626 -2.66388 3.99219  0.17
H: 8.50308 0.11726 4.12954  0.06
H: 8.87777 1.48717 5.16616  0.07
H: 9.94374 0.08054 5.15387  0.08
H: 7.05282 0.13019 6.16859  0.11
H: 8.47658 0.13739 7.19551  0.11
H: 7.53387 -2.14361 7.06430  0.12
H: 9.13869 -2.11202 6.33236  0.12